No. 1
{
  "formula": "C25H68N12O8",
  "method": "the ωB97M-V functional and the def2-TZVPD basis",
  "total_charge": 1,
  "s_squared": 0.7543,
  "multiplicity": 2,
  "homo_lumo_gap_ev": [8.450, 4.123],
  "e_lumo_ev": [-2.66, -6.98],
  "symbols": ["O", "O", "O", "O", "O", "O", "O", "O", "N", "N", "N", "N", "N", "N", "N", "N", "N", "N", "N", "N", "C", "C", "C", "C", "C", "C", "C", "C", "C", "C", "C", "C", "C", "C", "C", "C", "C", "C", "C", "C", "C", "C", "C", "C", "C", "H", "H", "H", "H", "H", "H", "H", "H", "H", "H", "H", "H", "H", "H", "H", "H", "H", "H", "H", "H", "H", "H", "H", "H", "H", "H", "H", "H", "H", "H", "H", "H", "H", "H", "H", "H", "H", "H", "H", "H", "H", "H", "H", "H", "H", "H", "H", "H", "H", "H", "H", "H", "H", "H", "H", "H", "H", "H", "H", "H", "H", "H", "H", "H", "H", "H", "H", "H"],
  "xyz": [[-2.154, -2.855, -0.651], [3.147, -0.680, 4.584], [1.957, 0.700, -1.270], [2.324, 6.457, 0.147], [-2.745, 0.257, 3.823], [7.187, -1.820, 1.830], [3.231, -2.115, -2.246], [0.600, 3.642, -4.390], [2.731, -1.418, 0.679], [2.572, 4.565, -4.927], [-4.878, 0.168, 5.771], [-3.372, -2.310, -1.106], [5.886, -0.227, 0.998], [2.546, 2.682, -4.024], [2.067, 1.228, 4.981], [4.462, 6.248, 0.515], [2.705, -0.231, -3.954], [2.535, 0.750, 2.961], [3.581, 5.073, -1.060], [7.812, 0.273, 1.606], [-4.548, -0.396, -2.065], [-4.571, -2.432, 1.204], [0.673, -1.152, -4.905], [-2.901, 0.009, -0.147], [-4.613, -4.375, -0.342], [2.222, -2.420, -3.130], [1.093, 0.377, -0.090], [-6.547, 0.231, 4.164], [-4.598, -2.851, -0.322], [0.520, -1.629, 1.576], [-3.141, -0.838, -1.380], [1.811, 3.602, -4.484], [-5.881, -2.347, -1.090], [3.926, -3.267, -1.771], [-1.739, 1.269, 3.832], [-4.071, 0.716, 3.505], [2.651, 0.326, 4.214], [-5.116, -0.075, 4.389], [3.131, 1.493, -0.965], [6.972, -0.696, 1.447], [-1.987, -0.622, -2.403], [1.355, -1.121, 0.326], [-5.847, -0.856, -1.358], [1.628, -1.103, -3.707], [3.366, 5.929, -0.088], [-3.733, 0.031, 0.557], [-4.310, 0.635, 2.444], [-1.840, -3.268, -1.458], [8.732, 0.094, 1.984], [-6.775, 0.175, 3.099], [-4.204, 1.777, 3.717], [-6.111, -2.929, -1.983], [4.730, -2.967, -1.100], [-4.518, -0.477, -3.152], [-0.525, -1.785, 1.308], [-3.619, -4.801, -0.200], [-0.762, 0.930, 4.175], [4.445, 7.013, 1.174], [1.348, 0.865, 0.851], [2.903, 2.504, -0.626], [7.600, 1.257, 1.532], [2.035, 5.342, -5.283], [-5.953, -0.247, -0.460], [0.135, -0.207, -4.975], [1.592, 2.031, 4.593], [2.850, 0.190, -3.047], [2.835, 4.950, -1.729], [-7.232, -0.476, 4.630], [-0.049, -1.933, -4.666], [-6.706, -2.450, -0.385], [-4.960, -1.149, 4.284], [-4.615, 0.666, -1.827], [5.937, 0.757, 0.777], [-5.044, -4.714, -1.284], [4.450, -3.861, -2.520], [5.289, 5.701, 0.324], [-5.285, -4.760, 0.424], [-1.989, -0.331, 0.344], [-3.591, -2.341, 1.672], [0.033, 0.540, -0.288], [3.288, -3.945, -1.203], [2.309, 1.155, 5.959], [-5.169, -1.540, 1.390], [-6.904, 1.240, 4.370], [-5.227, -0.606, 6.318], [-2.017, -1.373, -3.193], [0.952, -2.598, 1.824], [-6.746, -0.679, -1.950], [0.600, -0.978, 2.447], [1.983, 1.563, 2.725], [1.128, -1.751, -0.534], [3.539, 2.814, -3.893], [2.950, 0.159, 2.255], [-1.018, -0.680, -1.907], [2.120, 1.837, -3.672], [1.047, -0.632, -2.914], [1.156, -1.370, -5.858], [3.575, 4.442, -4.946], [3.764, 1.039, -0.203], [4.572, 4.908, -1.167], [-1.655, 1.621, 2.804], [2.586, -2.362, 1.007], [3.473, -0.882, -4.031], [-2.731, 1.049, -0.426], [-3.886, 0.255, 5.940], [2.651, -3.050, -3.909], [-4.974, -3.270, 1.772], [3.056, -1.440, -0.277], [-1.919, 2.210, 4.352], [-2.031, 0.384, -2.820], [3.758, 1.578, -1.852], [5.215, -0.922, 0.705], [1.483, -3.094, -2.696]],
  "atomic_forces_ev_per_a": [[-1.94, 0.02, -0.62], [1.54, -2.52, 0.83], [-0.55, 0.49, 1.91], [-2.82, 0.87, 0.57], [-0.43, 0.48, 0.56], [0.18, -1.99, -0.30], [1.19, -0.30, 1.33], [-1.37, -0.05, -0.53], [-0.29, 0.98, -0.68], [0.62, 3.62, -1.79], [0.85, 0.95, 1.41], [1.36, 1.11, 3.40], [-5.41, 0.99, -2.53], [2.75, -5.57, 2.87], [-1.18, 1.47, 3.38], [3.95, 1.00, 2.65], [1.29, 0.64, -0.12], [0.52, -0.28, -3.22], [0.26, -2.33, -1.69], [5.33, 3.78, 1.02], [0.33, 1.09, 1.13], [0.24, 0.08, -0.27], [0.08, -0.93, 0.69], [0.28, -0.33, 0.91], [0.20, -0.29, -0.75], [-1.28, -0.69, -1.55], [1.85, -1.79, 0.20], [-1.51, 0.42, -2.04], [-0.69, -0.19, -0.61], [0.08, 0.58, -1.50], [-2.76, 0.25, -2.85], [-2.43, 1.69, 0.33], [0.63, 0.64, 1.74], [0.48, -0.02, 0.45], [-0.09, 0.55, -1.30], [-0.67, -0.41, 1.26], [-0.94, 1.42, -0.90], [1.14, -0.11, -0.25], [-0.27, -0.20, 0.42], [1.98, -2.37, 2.50], [-0.18, -0.59, 0.84], [-2.13, 0.41, 1.01], [0.74, -0.65, -0.80], [-1.47, -0.67, 0.43], [-1.62, 0.98, -0.58], [0.11, -0.27, -0.08], [0.14, -0.44, -0.21], [0.90, -0.42, -0.39], [-0.33, -0.21, 0.02], [-0.09, -0.40, -0.45], [0.22, 0.19, 0.34], [0.35, -0.03, 0.04], [-0.19, 0.42, 0.08], [-0.04, -0.45, 0.11], [-0.12, 0.05, 0.16], [-0.12, -0.08, 0.11], [-0.32, -0.67, 0.01], [0.23, -0.41, -0.05], [0.22, 0.93, -0.55], [-0.35, 0.02, -0.09], [-0.07, -0.41, -0.08], [0.90, 0.29, -0.16], [-0.06, -0.30, 0.23], [0.17, 0.04, -0.07], [0.43, -0.12, 0.58], [0.55, 0.12, 0.05], [0.56, -0.24, -0.22], [0.23, 0.01, 0.28], [-0.34, -0.18, -0.41], [-0.09, -0.66, 0.00], [0.12, -0.30, -1.09], [0.56, 0.31, -0.64], [-1.15, -0.59, -0.56], [0.34, -0.17, -0.13], [-0.37, 0.18, -0.64], [0.10, 0.69, 0.59], [0.17, 0.19, 0.03], [-0.12, -0.04, 0.30], [0.26, 0.39, -0.50], [0.22, 0.15, -0.47], [-0.36, 0.01, -0.03], [-0.52, 0.39, -0.05], [0.15, 0.00, -0.02], [0.54, 0.08, 0.68], [0.04, 0.08, 0.21], [-0.06, 0.18, -0.18], [-0.25, -0.04, 0.23], [0.24, 0.53, -0.26], [0.06, 0.02, -0.13], [0.49, -0.31, -0.08], [-0.63, -0.09, -0.28], [-0.38, -0.43, -0.18], [-0.23, 0.05, -0.37], [0.02, -0.19, 0.07], [0.27, 0.23, -0.22], [-0.18, -0.23, 0.26], [0.06, -0.03, 0.11], [-0.48, 0.68, -0.51], [-0.19, -0.32, 0.16], [-0.67, -0.54, -1.31], [0.48, -0.01, -0.40], [1.18, -0.33, 0.04], [0.86, 0.62, -0.48], [-0.01, -0.11, -0.48], [0.15, -0.19, 0.24], [0.11, 0.08, -0.72], [-0.43, 0.14, -0.27], [1.39, -0.47, -0.05], [-0.81, -0.27, 0.71], [-0.35, -0.10, -0.07], [-0.30, -0.14, -0.18], [-0.54, 0.82, -0.02], [-0.51, 0.10, 0.48]],
  "mulliken_charge": [-0.23, -0.64, -0.02, -0.65, -0.30, -0.67, -0.19, -0.71, -0.25, -0.41, -0.76, 0.28, -0.08, -0.13, -0.36, -0.40, -0.61, -0.20, -0.33, -0.38, -1.19, -1.27, -1.63, -1.24, -1.62, -1.10, -1.02, -1.50, 1.35, -0.87, 2.66, 0.64, -1.11, -0.88, -0.80, -0.68, 0.58, 0.69, -0.53, 0.68, -2.57, 0.83, -0.57, 2.20, 0.72, -0.07, 0.26, 0.36, 0.22, 0.27, 0.57, 0.45, 0.25, 0.45, -0.05, 0.41, 0.26, 0.22, 0.01, 0.38, 0.12, 0.26, 0.23, 0.31, 0.15, 0.02, 0.13, 0.36, 0.29, 0.36, 0.23, 0.39, 0.12, 0.40, 0.37, 0.14, 0.40, -0.32, 0.16, 0.44, 0.34, 0.24, 0.19, 0.38, 0.27, 0.54, 0.68, 0.44, 0.02, 0.22, -0.03, 0.25, -0.03, 0.23, 0.08, -1.04, 0.41, 0.17, -0.11, 0.14, 0.31, 0.32, 0.33, 0.59, 0.23, 0.57, 0.44, -0.13, 0.40, 0.55, 0.42, -0.10, 0.38]
}

***

No. 2
{
  "formula": "C2H5NO2",
  "method": "the ωB97M-V functional and the def2-TZVPD basis",
  "relative_energy_kj_mol": 520.4,
  "total_charge": 0,
  "smiles": "C=[N+]([O-])OC",
  "homo_lumo_gap_ev": 9.615,
  "e_lumo_ev": 0.62,
  "symbols": ["O", "O", "N", "C", "C", "H", "H", "H", "H", "H"],
  "xyz": [[0.955, 1.300, 0.787], [-0.196, -0.248, -0.567], [0.970, 0.287, 0.115], [2.050, -0.562, -0.120], [-1.458, 0.322, -0.237], [1.921, -1.237, -0.979], [-1.491, 1.342, -0.456], [-1.757, 0.135, 0.786], [-2.358, -0.127, -0.810], [2.977, -0.149, -0.042]],
  "atomic_forces_ev_per_a": [[-0.96, -0.44, -0.39], [-0.07, -0.01, 0.07], [3.08, -2.61, -0.84], [-5.08, 1.06, -1.42], [-1.58, -1.39, 0.06], [-0.38, 0.10, 0.90], [0.15, 1.76, -0.15], [0.39, 0.12, 0.49], [2.17, 0.12, 0.25], [2.27, 1.27, 1.03]],
  "mulliken_charge": [-0.57, -0.24, 0.59, -0.52, -0.60, 0.25, 0.30, 0.29, 0.25, 0.27]
}

***

No. 3
{
  "formula": "C2H3ClN2O",
  "method": "the ωB97M-V functional and the def2-TZVPD basis",
  "relative_energy_kj_mol": 374.9,
  "total_charge": 0,
  "smiles": "C#[N+][O-].[H]/N=C\\Cl",
  "homo_lumo_gap_ev": 10.864,
  "e_lumo_ev": 0.72,
  "symbols": ["Cl", "O", "N", "N", "C", "C", "H", "H", "H"],
  "xyz": [[2.492, 0.569, 0.304], [-2.163, -0.654, 0.601], [0.689, -1.319, -0.548], [-1.730, 0.373, 0.273], [1.030, -0.576, 0.392], [-1.169, 1.248, -0.277], [0.349, -0.318, 1.258], [-0.836, 2.111, -0.717], [1.338, -1.434, -1.286]],
  "atomic_forces_ev_per_a": [[-0.94, -0.97, 0.30], [-1.35, -2.35, 1.70], [-0.37, -0.01, 1.98], [2.31, 3.74, -3.30], [-0.47, 1.10, -0.37], [-1.87, -2.63, 2.11], [1.29, -0.55, -0.88], [0.53, 1.54, -0.57], [0.88, 0.13, -0.96]],
  "mulliken_charge": [-0.21, -0.55, -0.39, 0.34, -0.05, -0.19, 0.38, 0.41, 0.26]
}

***

No. 4
{
  "formula": "C6H9N",
  "method": "the ωB97M-V functional and the def2-TZVPD basis",
  "relative_energy_kj_mol": 325.7,
  "total_charge": 0,
  "homo_lumo_gap_ev": 7.652,
  "e_lumo_ev": 0.53,
  "symbols": ["N", "C", "C", "C", "C", "C", "C", "H", "H", "H", "H", "H", "H", "H", "H", "H"],
  "xyz": [[-0.200, -1.266, -0.825], [-0.618, 0.806, -0.097], [0.619, 1.728, -0.034], [-1.106, 0.762, -1.541], [-0.149, -0.570, 0.264], [0.296, -1.089, 1.584], [-0.775, -0.492, -1.920], [0.134, -2.223, -0.892], [1.367, 1.371, -0.748], [-1.351, 1.151, 0.646], [0.338, 2.740, -0.330], [-0.456, -1.759, 2.014], [1.228, -1.649, 1.495], [1.063, 1.771, 0.967], [0.457, -0.267, 2.283], [-0.850, -1.015, -2.867]],
  "atomic_forces_ev_per_a": [[0.01, 0.03, 0.24], [-0.08, 0.01, 0.13], [0.15, 0.15, 0.04], [0.17, -0.31, 0.11], [-0.04, -0.08, -0.25], [0.13, -0.04, 0.04], [-0.09, 0.17, -0.17], [-0.09, 0.10, 0.01], [-0.04, 0.07, 0.10], [-0.01, 0.02, -0.21], [-0.05, -0.17, 0.01], [0.04, 0.12, -0.06], [0.00, -0.03, 0.03], [-0.05, -0.05, -0.10], [-0.04, -0.06, -0.07], [-0.01, 0.06, 0.14]],
  "mulliken_charge": [0.01, 0.62, -1.24, -1.16, 0.23, -1.22, -0.33, 0.24, 0.35, 0.45, 0.35, 0.33, 0.36, 0.32, 0.31, 0.39]
}

***

No. 5
{
  "formula": "C3H7NO2",
  "method": "the ωB97M-V functional and the def2-TZVPD basis",
  "relative_energy_kj_mol": 153.8,
  "total_charge": 0,
  "smiles": "COC(=O)CN",
  "homo_lumo_gap_ev": 10.427,
  "e_lumo_ev": 0.85,
  "symbols": ["O", "O", "N", "C", "C", "C", "H", "H", "H", "H", "H", "H", "H"],
  "xyz": [[-0.439, -1.097, 1.236], [-0.540, 0.836, 0.110], [1.769, -0.288, -1.506], [-1.852, 0.941, 0.685], [0.053, -0.303, 0.456], [1.309, -0.778, -0.219], [1.069, -0.327, -2.237], [2.144, -0.751, 0.483], [-1.780, 1.128, 1.759], [0.925, -1.815, -0.027], [2.081, 0.682, -1.448], [-2.340, 1.768, 0.175], [-2.397, 0.005, 0.533]],
  "atomic_forces_ev_per_a": [[-0.33, 0.73, 0.30], [0.12, -0.12, -0.05], [-0.30, -0.14, 0.10], [-0.26, 0.17, 0.06], [-0.41, -0.33, 0.59], [-0.08, -0.39, 0.48], [-0.04, -0.10, 0.19], [-0.11, 0.39, 0.13], [-0.02, 0.01, -0.16], [1.45, -0.05, -1.84], [-0.11, -0.40, 0.15], [0.05, -0.01, 0.05], [0.05, 0.23, 0.00]],
  "mulliken_charge": [-0.58, -0.35, -0.56, -0.63, 0.63, -0.47, 0.27, 0.30, 0.28, 0.32, 0.27, 0.23, 0.31]
}

***

No. 6
{
  "formula": "CH3N2O",
  "method": "the ωB97M-V functional and the def2-TZVPD basis",
  "relative_energy_kj_mol": 140.9,
  "total_charge": 1,
  "s_squared": 2.0071,
  "multiplicity": 3,
  "homo_lumo_gap_ev": [7.999, 8.660],
  "e_lumo_ev": [-6.01, -8.33],
  "symbols": ["O", "N", "N", "C", "H", "H", "H"],
  "xyz": [[-2.332, -0.023, -0.198], [-1.145, 0.188, 0.112], [1.213, -0.334, -0.158], [0.065, -0.256, 0.244], [1.362, -0.073, -1.103], [-1.105, 0.995, 0.676], [1.940, -0.498, 0.428]],
  "atomic_forces_ev_per_a": [[-2.44, -1.99, -2.68], [-0.30, 2.41, 1.39], [-0.54, -0.15, -3.63], [-0.45, -1.19, 2.72], [0.97, -0.25, -1.74], [-0.22, 1.64, 1.72], [2.97, -0.48, 2.23]],
  "mulliken_charge": [-0.24, 0.11, -0.14, 0.42, 0.27, 0.29, 0.28]
}

***

Number 1: largest force on an atom 0.133 Eh/bohr. Number 2: largest force on an atom 0.105 Eh/bohr. Number 3: largest force on an atom 0.107 Eh/bohr. Number 4: largest force on an atom 0.007 Eh/bohr. Number 5: largest force on an atom 0.045 Eh/bohr. Number 6: largest force on an atom 0.080 Eh/bohr.